This record from the OMol25 dataset describes a 15-piece molecular cluster, C2H34O14S2 overall at a distorted geometry. The level of theory is ωB97M-V/def2-TZVPD.

Each atom is followed by the atoms it is bonded to, with distances in Å.
Element x y z (Å)
1 C -0.58 -1.34 0.01  C2 1.488, H5 1.096, H6 1.119, H7 1.101
2 C -1.22 -2.62 -0.40  C1 1.488, S3 1.869, H8 1.112, H9 1.088
3 S 0.00 -3.82 -1.16  C2 1.869, S4 2.049
4 S 1.02 -4.43 0.51  S3 2.049, H10 1.366
5 H -0.15 -0.70 -0.78  C1 1.096
6 H 0.39 -1.40 0.56  C1 1.119
7 H -1.20 -0.71 0.67  C1 1.101
8 H -2.02 -2.59 -1.16  C2 1.112
9 H -1.72 -3.10 0.44  C2 1.088
10 H 1.36 -3.26 1.13  S4 1.366
11 H 2.61 2.34 -1.34  O13 0.968
12 H 2.32 2.00 -2.79  O13 0.964
13 O 2.66 2.71 -2.23  H11 0.968, H12 0.964
14 H -1.87 1.96 3.27  O16 0.963
15 H -0.67 0.94 3.17  O16 0.988
16 O -1.57 1.16 2.81  H14 0.963, H15 0.988
17 H -4.93 0.00 -0.69  O19 0.965
18 H -3.94 0.18 0.46  O19 0.970
19 O -4.06 0.37 -0.48  H17 0.965, H18 0.970
20 H -1.09 2.60 -0.04  O22 0.979
21 H -1.03 2.08 1.51  O22 0.991
22 O -0.56 2.56 0.78  H20 0.979, H21 0.991
23 H 2.17 0.53 -0.52  O25 0.971
24 H 2.78 -0.09 -1.90  O25 1.003
25 O 2.82 -0.09 -0.90  H23 0.971, H24 1.003
26 H -3.75 -0.07 2.74  O28 0.960
27 H -2.49 -0.47 1.99  O28 0.971
28 O -3.45 -0.59 1.99  H26 0.960, H27 0.971
29 H -0.94 0.52 -3.40  O31 0.986
30 H 0.11 1.33 -2.71  O31 0.965
31 O 0.01 0.76 -3.48  H29 0.986, H30 0.965
32 H 1.24 1.27 2.33  O34 0.984
33 H 1.59 0.29 3.36  O34 0.994
34 O 1.11 1.16 3.30  H32 0.984, H33 0.994
35 H 1.85 -1.80 4.00  O37 0.960
36 H 2.77 -1.26 2.84  O37 0.991
37 O 2.46 -1.10 3.76  H35 0.960, H36 0.991
38 H -2.94 -0.15 -1.79  O40 0.983
39 H -2.82 -0.25 -3.33  O40 0.964
40 O -2.29 -0.18 -2.52  H38 0.983, H39 0.964
41 H 2.44 -0.33 -4.21  O43 0.963
42 H 1.29 -0.68 -3.31  O43 0.982
43 O 2.27 -0.61 -3.30  H41 0.963, H42 0.982
44 H -2.75 2.28 -1.31  O46 0.963
45 H -1.50 1.80 -2.07  O46 0.971
46 O -1.86 2.55 -1.58  H44 0.963, H45 0.971
47 H 1.12 2.33 0.62  O49 0.983
48 H 2.67 2.17 1.09  O49 0.981
49 O 1.86 1.70 0.79  H47 0.983, H48 0.981
50 H 3.26 -1.40 0.57  O52 0.975
51 H 3.90 -2.66 1.32  O52 0.958
52 O 3.31 -1.91 1.41  H50 0.975, H51 0.958

- Energy relative to the best compared isomer or geometry (same formula, charge and spin): 1.332 eV
- LUMO energy: -0.14 eV
- Molar mass: 346.414 g/mol
- Multiplicity: 1
- HOMO: -8.4133 eV